# 1
This record from the OMol25 dataset describes a 2-piece molecular cluster, C4H12N6 overall. The level of theory is ωB97M-V/def2-TZVPD.

As for the total charge: +2. The calculation puts the highest occupied orbital energy at -14.3 eV. The calculation puts the energy above the lowest of the compared OMol25 structures with the same formula, charge and spin at 31.22 kcal/mol.

The geometry in XYZ format:
```
22
Properties=species:S:1:pos:R:3:nbo_charge:R:1
C -2.335 -1.411 1.309 -0.11
C -2.331 -0.117 1.905 0.17
C -2.722 1.347 0.070 0.30
C -2.827 0.499 -0.986 0.31
N -2.195 -1.543 0.036 -0.13
N -2.468 1.038 1.373 -0.45
N -3.085 2.639 -0.080 -0.73
N 8.546 0.427 0.268 -0.86
N -2.465 0.295 -2.194 -0.68
N -2.181 -2.703 -0.557 -0.55
H -2.401 -2.276 1.965 0.20
H -2.207 -0.093 2.981 0.22
H 8.396 1.150 -0.451 0.47
H -3.370 3.008 -0.971 0.41
H -3.333 3.146 0.756 0.43
H 9.374 -0.132 0.018 0.47
H 7.726 -0.192 0.331 0.46
H -1.608 0.667 -2.599 0.41
H -3.011 -0.326 -2.785 0.42
H -1.955 -2.736 -1.536 0.40
H -2.254 -3.568 -0.030 0.39
H 8.705 0.881 1.178 0.47
```

# 2
This record from the OMol25 dataset describes C4H12N6S as an isolated structure. The level of theory is ωB97M-V/def2-TZVPD.

As for the total charge: +2. The calculation puts the highest occupied orbital energy at -15.3 eV. The calculation puts the energy above the lowest of the compared OMol25 structures with the same formula, charge and spin at 0.42 kcal/mol.

The geometry in XYZ format:
```
23
Properties=species:S:1:pos:R:3:nbo_charge:R:1
C 1.218 -1.260 -0.180 0.70
C 1.268 1.141 0.026 0.70
C -0.538 -0.120 1.057 0.48
C -2.665 0.411 -1.589 -0.78
N 0.058 -1.271 0.469 -0.56
N 1.838 -0.047 -0.362 -0.58
N 0.099 1.089 0.656 -0.56
N 1.772 -2.357 -0.654 -0.70
N 1.875 2.276 -0.249 -0.70
N -0.756 -0.225 2.415 -0.81
S -2.770 -0.022 0.148 0.05
H -2.096 -0.330 -2.144 0.22
H -2.262 1.411 -1.721 0.22
H -3.696 0.397 -1.943 0.28
H -0.440 -2.144 0.611 0.47
H 2.754 -0.033 -0.799 0.46
H -0.358 1.940 0.969 0.47
H 1.330 -3.259 -0.526 0.46
H 2.645 -2.355 -1.166 0.45
H 2.760 2.323 -0.739 0.45
H 1.490 3.166 0.041 0.46
H -1.200 0.574 2.850 0.42
H -1.228 -1.073 2.710 0.42
```

# 3
This record from the OMol25 dataset describes a 2-piece molecular cluster, C4H12NO overall. The level of theory is ωB97M-V/def2-TZVPD.

As for the total charge: -1. The calculation puts the highest occupied orbital energy at -2.7 eV. The calculation puts the energy above the lowest of the compared OMol25 structures with the same formula, charge and spin at 1.67 kcal/mol.

The geometry in XYZ format:
```
18
Properties=species:S:1:pos:R:3:nbo_charge:R:1
N -0.509 -3.107 -0.041 -0.91
C -0.010 -1.884 -0.743 0.13
O -0.610 -0.745 -0.390 -0.97
H -0.518 -2.866 0.946 0.33
H -1.486 -3.190 -0.306 0.33
H 1.095 -1.880 -0.572 0.06
H -0.123 -2.153 -1.824 0.06
C 0.065 2.174 -0.862 -0.64
C 0.949 1.848 0.346 -0.39
C 0.142 1.583 1.612 -0.62
H -0.565 1.290 -1.042 0.29
H 0.671 2.228 -1.772 0.18
H -0.530 3.073 -0.696 0.17
H 1.654 2.673 0.517 0.16
H 1.489 0.927 0.124 0.22
H 0.799 1.268 2.426 0.18
H -0.427 2.454 1.966 0.17
H -0.589 0.810 1.373 0.26
```

# 4
This record from the OMol25 dataset describes a 2-piece molecular cluster, C4H12NO overall. The level of theory is ωB97M-V/def2-TZVPD.

As for the total charge: -1. The calculation puts the highest occupied orbital energy at -2.6 eV. The calculation puts the energy above the lowest of the compared OMol25 structures with the same formula, charge and spin at 2.92 kcal/mol.

The geometry in XYZ format:
```
18
Properties=species:S:1:pos:R:3:nbo_charge:R:1
N -1.272 -1.856 -2.704 -0.93
C -0.944 -0.443 -2.274 0.15
O -0.390 -0.379 -1.064 -0.97
H -0.653 -2.140 -3.454 0.32
H -0.998 -2.401 -1.892 0.35
H -0.302 -0.032 -3.096 0.04
H -1.908 0.118 -2.355 0.06
C 0.973 -0.562 1.722 -0.62
C 1.153 0.935 1.451 -0.39
C -0.194 1.646 1.412 -0.62
H 0.382 -0.714 2.626 0.17
H 1.937 -1.056 1.845 0.18
H 0.443 -1.000 0.880 0.28
H 1.608 1.035 0.468 0.21
H 1.769 1.378 2.235 0.16
H -0.086 2.692 1.102 0.18
H -0.847 1.135 0.696 0.27
H -0.672 1.644 2.402 0.17
```

# 5
This record from the OMol25 dataset describes an isolated ion of composition C4H12NO and charge +1. The level of theory is ωB97M-V/def2-TZVPD.

As for the total charge: +1. Its SMILES is [NH3+]CCCCO. The calculation puts the highest occupied orbital energy at -14.3 eV. The calculation puts the energy above the lowest of the compared OMol25 structures with the same formula, charge and spin at 18.74 kcal/mol.

The geometry in XYZ format:
```
18
Properties=species:S:1:pos:R:3:nbo_charge:R:1
N 1.768 -0.886 0.181 -0.67
C 1.069 0.347 0.737 -0.22
C 0.330 1.089 -0.345 -0.44
C -0.827 0.318 -1.002 -0.45
C -1.556 -0.640 -0.074 -0.07
O -1.924 -0.029 1.164 -0.72
H 2.450 -0.618 -0.531 0.44
H 1.102 -1.554 -0.209 0.44
H 2.257 -1.361 0.941 0.45
H 0.396 -0.003 1.517 0.25
H 1.868 0.922 1.216 0.23
H -0.050 1.994 0.115 0.25
H 1.041 1.405 -1.117 0.22
H -0.507 -0.205 -1.908 0.22
H -1.545 1.068 -1.333 0.24
H -2.432 -1.075 -0.547 0.21
H -0.934 -1.487 0.215 0.14
H -2.505 0.717 0.981 0.48
```

# 6
This record from the OMol25 dataset describes an isolated ion of composition C4H12NO and charge +1. The level of theory is ωB97M-V/def2-TZVPD.

As for the total charge: +1. Its SMILES is CC[C@H]([NH3+])CO. The calculation puts the highest occupied orbital energy at -15.4 eV. The calculation puts the energy above the lowest of the compared OMol25 structures with the same formula, charge and spin at 23.37 kcal/mol.

The geometry in XYZ format:
```
18
Properties=species:S:1:pos:R:3:nbo_charge:R:1
C -1.782 0.704 -0.906 -0.61
C -1.215 -0.523 -0.140 -0.44
C 0.306 -0.546 0.055 -0.07
N 0.673 -0.718 1.527 -0.68
C 1.114 0.625 -0.496 -0.10
O 2.382 0.686 0.136 -0.72
H -1.208 0.960 -1.798 0.21
H -1.773 1.614 -0.306 0.22
H -2.799 0.446 -1.186 0.24
H -1.822 -0.497 0.773 0.22
H -1.559 -1.438 -0.618 0.24
H 0.578 -1.494 -0.402 0.23
H -0.113 -0.401 2.105 0.44
H 0.924 -1.644 1.865 0.45
H 1.455 -0.104 1.782 0.46
H 1.154 0.460 -1.572 0.21
H 0.664 1.608 -0.386 0.21
H 3.022 0.262 -0.434 0.50
```